1.
Below is C41H37BBrN8OPb as an isolated structure in a non-equilibrium geometry, with properties calculated with ωB97M-V/def2-TZVPD.

HOMO-LUMO gap (spin up / spin down): 0.1648 / 0.1672 Ha
Maximum force: 0.0372 hartree/bohr
Net charge: +1
Lowest unoccupied orbital energy (spin up / spin down): -4.8 / -4.8 eV

CARTESIAN COORDINATES (ANGSTROEM)
C1 4.7075 1.4299 -1.6851
C2 -3.5409 1.2108 -1.0924
H1 4.3756 -1.7074 2.3975
C3 -4.0136 -1.8850 1.0124
C4 1.5528 3.1738 -0.6051
H2 -5.6318 1.4799 -0.9645
C5 -2.1519 -1.1525 -4.5393
H3 1.3736 5.3887 -0.6326
C6 -1.4344 -0.4356 -3.5828
H4 -3.2267 -1.2217 -4.4627
H5 -3.1864 1.9751 4.5137
H6 -3.4629 -4.1011 -1.4692
N1 0.6674 2.2282 -0.2590
H7 5.6016 4.6355 -2.2316
H8 -6.1505 -3.0957 0.6267
H9 2.9464 -6.1877 -0.5895
C7 -1.3864 5.1698 0.3255
C8 -0.1185 -1.6975 -5.6944
C9 2.9077 2.9268 -1.0845
C10 -1.7943 1.3031 3.0658
Br1 -0.6116 -3.2790 -1.7294
H10 -2.5555 2.8747 0.9385
N2 -2.2951 1.2701 -0.5754
C11 5.4965 2.5050 -2.0615
H11 2.6546 0.1663 2.2713
H12 -4.2755 0.3397 -2.9742
C12 -3.4687 0.5366 -2.2986
C13 3.5770 -1.4681 3.0853
C14 -2.1130 0.2188 -2.4709
C15 0.6036 -0.9814 -4.7544
C16 -0.0466 -0.3452 -3.7155
H13 0.3872 -2.1827 -6.5146
C17 0.9481 4.4280 -0.4455
H14 -2.2671 5.0039 -0.2899
C18 3.7190 4.0015 -1.4612
H15 -2.4936 -0.6005 1.7532
H16 3.0423 -4.2733 -2.1362
N3 -1.2960 1.2539 1.8100
H17 -4.8048 1.4494 0.6015
N4 -0.4740 2.8430 0.1070
H18 -2.9729 3.0747 3.1425
C19 2.8678 -4.1047 -1.0858
C20 2.3592 -0.8911 2.4681
H19 2.6453 -5.7948 1.8289
C21 2.6864 -2.8210 -0.6162
C22 4.9962 3.7904 -1.9424
Pb1 0.5361 -0.1949 -0.3283
H20 4.6158 -2.1247 4.8130
H21 2.3647 -3.5186 2.6855
H22 -4.7646 -1.5161 1.6963
H23 3.3528 5.0123 -1.3841
N5 -1.7564 -1.7523 0.2305
C23 -3.2825 -3.3195 -0.7509
C24 1.2263 -0.6592 3.4356
C25 -2.0455 -2.7164 -0.6300
C26 -2.7360 -1.3664 1.0389
H24 0.5176 0.2629 -3.0177
C27 3.4318 1.6404 -1.1990
C28 -3.0325 2.0306 3.4401
C29 2.6588 -4.9591 1.1455
C30 3.6963 -1.7246 4.4114
H25 -1.6811 5.1059 1.3708
C31 2.4531 -2.5816 0.7489
H26 -1.0871 0.4112 4.9322
C32 -0.3301 4.1782 0.0055
H27 -4.6891 2.8735 -0.4252
H28 -3.8991 1.5928 2.9464
C33 0.0562 0.0685 3.0363
H29 -2.0652 -2.3064 -6.3301
C34 -4.7375 1.7860 -0.4302
N6 2.0866 -1.3269 1.1430
C35 -4.3141 -2.8925 0.0923
C36 2.8310 -5.1828 -0.2158
C37 -1.4968 -1.7688 -5.5887
H30 6.4901 2.3426 -2.4485
H31 5.0846 0.4224 -1.7735
H32 -1.0089 6.1685 0.1318
C38 2.5000 -3.6818 1.6270
C39 1.4204 -0.9769 4.7721
H33 0.6058 -0.8157 5.4611
H34 2.6879 -1.7326 6.3138
C40 2.6012 -1.5052 5.2637
B1 -1.7361 2.1097 0.5853
O1 -5.5172 -3.4596 -0.0090
N7 -1.4408 0.6628 -1.4072
H35 2.8271 0.7901 -0.8990
H36 2.7166 -1.9789 -1.2935
H37 1.6763 -0.9081 -4.8431
N8 -0.1922 0.5047 1.7853
C41 -0.9674 0.5555 3.8780

Mulliken population analysis, charges in e, atoms 1 to 2: number 1, C, carries -1.227; number 2, C, carries 0.666


2.
Below is C41H37Cl3N10ReS as an isolated structure, with properties calculated with ωB97M-V/def2-TZVPD.

Multiplicity: 4
HOMO-LUMO gap (spin up / spin down): 0.2062 / 0.1843 Ha
Expectation value of S²: 3.83
Energy relative to the best compared isomer or geometry (same formula, charge and spin): 4.7 kcal/mol
Maximum force: 0.0146 hartree/bohr
Net charge: +2
Lowest unoccupied orbital energy (spin up / spin down): -6.6 / -8.0 eV

CARTESIAN COORDINATES (ANGSTROEM)
H1 0.4493 2.0087 -0.3749
N1 0.8331 1.2015 0.1044
H2 -7.1551 -0.0889 -0.4168
H3 1.0794 3.2042 -5.5191
C1 -1.2902 3.6960 2.2628
C2 3.6854 0.0956 3.9098
H4 -0.7109 5.0211 3.8463
C3 -8.7694 1.2441 -3.0775
C4 -0.9469 -3.1298 3.3937
H5 4.6200 0.9817 0.4697
C5 -0.0829 1.6968 3.7781
C6 -8.5877 0.6417 -1.8350
C7 2.5182 -0.7940 1.5613
C8 2.5413 0.5756 1.8455
H6 5.0186 -3.6915 2.7025
H7 -0.7410 -5.6244 1.1302
N2 0.1957 -1.8534 -1.5009
C9 2.8340 1.0225 -3.6115
H8 -1.7721 4.4726 1.6842
H9 -5.5296 1.5891 -4.0374
H10 3.2883 -2.5113 -0.3183
C10 1.9676 1.6316 0.9304
H11 -0.7348 2.4405 -4.0360
H12 2.0358 -0.1048 -1.9790
H13 3.1541 2.0654 3.2469
H14 1.5905 2.4166 1.5930
C11 -6.2179 0.7267 -2.1859
C12 0.2628 2.0415 -3.9275
H15 -4.8937 0.0064 -0.7732
N3 1.8441 -1.1853 0.3684
C13 4.4841 2.0256 0.1924
C14 -0.7402 -4.6316 1.5569
C15 -0.6512 1.4108 2.5439
N4 -0.5054 0.6638 -2.0532
Re1 -0.1178 -0.4867 0.0093
H16 2.8107 1.8621 -1.0176
N5 -3.8724 0.7425 -2.3402
C16 -0.5481 -3.5497 0.7199
N6 -4.9590 0.4502 -1.6937
C17 2.6632 3.7620 -0.2502
C18 -6.3915 1.3326 -3.4388
H17 -1.5122 -2.0803 -2.7483
H18 2.3404 -4.0410 -2.7658
H19 2.5893 -3.6616 3.2335
H20 -9.4425 0.3812 -1.2268
C19 4.2776 -3.8803 1.9262
H21 0.3916 0.9110 4.3483
C20 -0.9309 -4.4283 2.9163
H22 -0.0494 -3.9434 -4.0228
H23 4.1752 -4.9597 1.8159
H24 -1.1156 -2.8852 4.4326
C21 -1.2596 2.3989 1.7801
C22 3.0256 -1.7375 2.4662
C23 1.2831 2.4671 -4.7544
C24 2.5674 1.9546 -4.6049
H25 3.8314 0.6181 -3.4992
C25 0.2593 -3.3581 -3.1719
C26 2.9996 2.3128 -0.0419
C27 1.5019 -3.4070 -2.5229
Cl1 2.4771 4.8241 1.0657
C28 -7.6735 1.5847 -3.8719
C29 2.2995 -2.0855 -0.4487
C30 -7.3138 0.3789 -1.3819
C31 1.4388 -2.4772 -1.4944
C32 -0.1006 3.0040 4.2388
C33 -0.7474 -2.1006 2.4939
S1 -2.5337 -0.3165 -0.2393
H26 3.3604 2.2880 -5.2611
H27 4.1498 0.4410 4.8239
C34 0.5364 1.1047 -2.9253
H28 4.0164 -1.9705 4.3451
N7 -1.6430 0.8153 -2.5391
H29 5.0256 2.2170 -0.7303
C35 -0.5049 -2.3971 -2.5247
H30 -9.7706 1.4507 -3.4309
N8 -0.5810 0.0539 2.0514
C36 3.6193 -1.2570 3.6321
H31 -1.0809 -5.2642 3.5859
H32 -0.4168 -3.6939 -0.3403
C37 -0.7001 4.0019 3.4838
C38 2.9370 -3.2368 2.2887
C39 1.8251 0.6076 -2.7595
H33 2.1805 -3.5046 1.5487
H34 -7.8312 2.0509 -4.8346
Cl2 5.2808 3.0047 1.4479
H35 4.6852 -3.4799 0.9955
H36 -1.7175 2.1533 0.8327
C40 3.1310 1.0057 3.0247
C41 -2.7252 0.4228 -1.7569
N9 -0.8130 -0.7861 2.9473
H37 0.3578 3.2418 5.1895
Cl3 1.7711 4.1647 -1.6608
N10 -0.5290 -2.2851 1.1811

Mulliken population analysis, charges in e, atoms 1 to 2: number 1, H, carries 0.392; number 2, N, carries 0.184


3.
Below is C41H37Cl5P2Zr as an isolated structure in a non-equilibrium geometry, with properties calculated with ωB97M-V/def2-TZVPD.

HOMO-LUMO gap (spin up / spin down): 0.1684 / 0.1684 Ha
Energy relative to the best compared isomer or geometry (same formula, charge and spin): 0.0 kcal/mol
Maximum force: 0.2703 hartree/bohr
Net charge: +2
Lowest unoccupied orbital energy (spin up / spin down): -8.5 / -8.5 eV

CARTESIAN COORDINATES (ANGSTROEM)
C1 0.5609 -1.2169 -5.8065
C2 1.4741 -0.3453 -4.9784
Cl1 -3.4806 2.2717 6.5188
H1 2.2039 -0.8889 -4.3781
C3 -2.9548 3.1543 0.1622
C4 -2.0214 2.1458 0.3917
H2 1.4598 1.4890 4.4405
C5 3.1342 3.9059 0.9885
Cl2 0.1114 -2.5798 4.6186
H3 -2.4000 -0.6442 -3.9543
C6 -0.7709 -1.5451 -5.0961
C7 1.6729 0.5122 3.9958
H4 0.3787 2.7893 -4.7521
H5 4.2845 -4.0598 2.1172
C8 2.7298 2.0045 -1.0189
P1 1.8222 0.0418 0.8311
C9 1.0326 -0.5227 -0.7221
C10 -1.6254 -1.3408 6.3736
C11 -4.2932 2.8311 -0.0686
H6 2.2325 1.4099 -4.1916
H7 2.6943 0.5288 3.5933
Zr1 0.2691 0.0280 2.4868
C12 4.3640 -3.0614 1.6961
H8 -5.7354 1.2376 -0.2403
C13 -3.3130 -3.6298 2.3851
Cl3 -3.3408 -0.3682 8.2921
C14 -2.4155 0.7995 0.3812
C15 -2.4882 0.9087 6.0022
C16 -2.4239 -0.2598 6.7882
C17 -1.6410 0.8848 -5.1211
H9 -3.5705 -4.5257 -0.8888
C18 -1.7541 0.9882 4.8057
H10 -4.0796 -0.5566 0.1566
H11 -1.2388 2.4246 -6.5338
H12 -2.3051 -1.8494 3.0997
H13 -4.2349 -5.2963 1.3767
C19 -0.2897 -0.7299 -0.7220
C20 -0.8939 -1.2472 5.1806
H14 2.5845 1.2615 -1.7985
C21 -3.7621 0.4818 0.1565
C22 -2.5670 -2.7657 -0.1644
H15 3.2981 4.6418 1.7707
H16 -0.9831 2.4018 0.5865
H17 1.6331 -0.6385 -1.6243
Cl4 -1.5377 -2.8120 7.3452
H18 -2.2910 -2.4221 -1.1580
C23 3.2134 -2.2986 1.5020
C24 0.6043 2.0259 -5.5101
C25 3.1760 3.2826 -1.3485
H19 3.7275 5.2296 -0.6057
H20 -5.0212 3.6178 -0.2457
C26 -4.6939 1.4942 -0.0675
C27 5.6135 -2.5431 1.3537
P2 -1.2078 -0.4878 0.8449
C28 -1.6482 -0.3860 -4.7013
C29 1.4812 0.9878 -4.8602
C30 2.4828 1.6697 0.3201
C31 2.6898 2.6268 1.3221
C32 -0.7277 1.5442 -6.1264
C33 -3.6657 -4.3780 1.2619
H21 0.3641 -0.7744 -6.7847
H22 6.5100 -3.1372 1.5062
H23 2.5046 2.3471 2.3571
H24 1.6336 -0.2485 4.7862
C34 3.3766 4.2347 -0.3458
H25 6.6803 -0.8463 0.5573
H26 -3.6082 -3.9619 3.3764
C35 5.7090 -1.2569 0.8184
H27 -0.5451 -2.1143 -4.1835
C36 -2.2065 -2.0116 0.9622
C37 4.5611 -0.4930 0.6203
H28 -0.8257 -1.0218 -1.6248
H29 -2.3709 1.5512 -4.6611
H30 -2.6370 4.1934 0.1663
H31 1.0719 -2.1671 -6.0021
H32 2.2432 -2.6997 1.7842
H33 4.6400 0.5083 0.2072
C38 -2.5844 -2.4494 2.2373
H34 3.3691 3.5370 -2.3870
H35 1.1846 2.5500 -6.2858
C39 -3.2928 -3.9449 -0.0135
C40 -0.9627 -0.0854 4.4014
C41 3.3010 -1.0122 0.9525
H36 -0.5312 0.8901 -6.9778
H37 -1.3511 -2.2332 -5.7310
Cl5 -1.7875 2.4264 3.7997

Mulliken population analysis, charges in e, atoms 1 to 2: number 1, C, carries -1.081; number 2, C, carries -0.226


4.
Below is C41H37F5P2ReS as an isolated structure in a non-equilibrium geometry, with properties calculated with ωB97M-V/def2-TZVPD.

Multiplicity: 4
HOMO-LUMO gap (spin up / spin down): 0.2186 / 0.1646 Ha
Expectation value of S²: 3.88
Maximum force: 0.1371 hartree/bohr
Net charge: +2
Lowest unoccupied orbital energy (spin up / spin down): -7.5 / -8.9 eV

CARTESIAN COORDINATES (ANGSTROEM)
C1 -0.4527 2.7285 3.6715
C2 1.4431 0.8461 1.0460
H1 -2.8437 -1.1821 -3.5795
C3 -3.8078 2.9818 -1.9317
H2 3.3405 -4.6787 1.7164
C4 3.3204 -3.9165 -4.1227
P1 -0.7311 0.1436 -2.1222
C5 0.7407 2.2060 4.3804
C6 -3.9181 1.0278 5.9560
H3 0.0814 -1.7848 -4.1744
C7 1.0037 -2.3587 -4.0837
H4 -1.3691 2.5600 4.3465
H5 -3.9826 1.7420 1.2895
C8 3.8396 -1.2380 -0.0384
C9 -3.2563 0.5275 4.7783
H6 2.5061 1.9505 3.3038
H7 -0.7804 -2.5921 -0.1643
Re1 -0.2584 -0.4681 0.2747
C10 2.6498 -1.9587 -0.2596
H8 -1.6254 2.5635 1.8954
C11 -3.7301 1.8445 0.2091
H9 -3.7864 -1.1476 -5.8702
H10 1.1544 4.0176 1.9162
C12 -0.7204 3.1039 2.3747
H11 2.1765 0.5282 4.4329
C13 -2.2021 1.2331 -1.6969
C14 -2.1368 0.3428 7.2839
H12 1.5982 2.3280 -0.2911
H13 1.9411 -0.6260 2.5376
H14 2.4756 2.6891 1.1672
H15 0.2165 1.5248 -4.8616
H16 0.2685 -2.8142 1.2631
H17 5.7405 -1.1733 0.9930
H18 1.7381 -3.9155 -0.0085
C15 -2.6811 2.3321 -2.4856
F1 -5.2369 1.4562 5.9266
H19 0.8372 -2.9432 -6.1671
C16 1.4114 -3.0442 -5.2468
H20 2.3613 0.3370 0.5452
C17 -0.6265 0.8649 -5.0003
C18 0.8419 1.0224 -2.4047
H21 -1.6713 -2.8174 1.4210
H22 3.5293 -3.3100 -2.1273
H23 5.3742 -3.3472 2.2014
F2 -0.1923 -0.4559 6.3345
C19 -2.0560 -0.1682 4.8133
C20 0.4240 3.3565 1.3987
C21 4.6136 -2.9514 1.5165
C22 3.4739 -3.7005 1.2511
C23 -1.1660 0.0848 -3.9632
H24 -2.7464 0.1736 -7.7186
C24 -4.3629 2.7436 -0.6597
H25 2.9772 0.3862 -2.3311
H26 -5.2445 3.2987 -0.2728
C25 -2.2991 -0.6476 -4.3535
C26 2.5817 -3.8268 -5.3031
C27 -2.6859 1.1157 -0.4025
S1 -0.7452 0.0109 2.5125
F3 -1.5786 0.0213 8.4685
C28 1.7365 -2.3932 -2.8845
C29 -0.7253 -2.4587 0.9300
C30 -2.8509 -0.6038 -5.6435
H27 4.2231 -4.5409 -4.0945
H28 -4.2559 3.7572 -2.5817
H29 2.8840 -4.3923 -6.1929
F4 -4.2023 1.0299 8.3521
H30 1.4434 2.9949 4.7794
H31 -0.7643 1.6076 -7.0718
C31 1.4998 2.3335 0.7960
C32 -1.5268 -0.1977 6.0842
H32 -2.2104 2.7928 -3.4019
C33 2.8960 -3.1883 -2.9869
C34 -3.3699 0.9746 7.2401
C35 -1.1793 0.9284 -6.3025
H33 4.0616 -0.3075 -0.6114
C36 1.3560 0.3411 2.4887
C37 1.7555 1.2196 3.6578
C38 4.8040 -1.7392 0.8544
C39 1.9078 0.2227 -2.1497
F5 -3.8269 1.0113 3.6231
H34 -2.1482 0.2425 0.1065
H35 -0.1576 3.7833 0.5660
C40 -2.2945 0.1638 -6.6850
P2 1.2742 -1.2345 -1.2979
H36 0.4200 1.8354 5.3371
H37 0.9375 2.0348 -2.8074
C41 2.5463 -3.2440 0.3119

Mulliken population analysis, charges in e, atoms 1 to 2: number 1, C, carries -0.396; number 2, C, carries 1.139


5.
Below is C41H37GaN4O5PS as an isolated structure in a non-equilibrium geometry, with properties calculated with ωB97M-V/def2-TZVPD.

HOMO-LUMO gap: 0.3376 Ha
Energy relative to the best compared isomer or geometry (same formula, charge and spin): 1.5 kcal/mol
Maximum force: 0.0243 hartree/bohr
Net charge: +1
Lowest unoccupied orbital energy: -2.1 eV

CARTESIAN COORDINATES (ANGSTROEM)
H1 -6.1195 2.3411 0.3805
H2 -3.7529 2.1473 2.1754
H3 -4.3939 0.8706 1.3845
C1 1.3707 1.5685 -3.1685
H4 -4.6736 4.9562 -2.6952
H5 -6.5616 3.9005 -1.4812
C2 2.9075 -4.9007 0.2052
O1 0.4589 0.7566 2.3142
C3 -2.5882 -3.0818 0.6967
H6 -1.3574 -2.3919 -1.8783
H7 -1.7817 -6.4640 3.9956
C4 -1.2310 -3.3521 0.7971
H8 -4.5525 -3.3857 1.5226
C5 2.5154 -1.0731 0.1038
H9 -3.7302 -4.8513 3.3348
H10 1.1696 6.7572 -0.3811
N1 -3.7082 1.6121 1.3160
H11 0.9612 0.6515 -5.0634
H12 3.9240 -1.9901 -2.0364
H13 -2.7740 -1.7629 -2.7447
C6 -0.2827 3.8286 0.5151
C7 -2.9215 3.0312 -0.5184
C8 2.3905 -3.6412 -0.0963
H14 -0.5246 -2.9230 0.1030
H15 -0.0156 4.8450 -1.3739
C9 0.1557 4.8729 -0.3039
H16 0.2805 -4.3761 1.9007
H17 3.1952 1.5893 0.2030
C10 -0.5444 2.0035 -1.7704
O2 0.7553 -1.5235 -1.5490
N2 2.2890 -0.3645 1.3657
N3 0.2492 -0.3445 0.3899
C11 -5.5397 3.6636 -1.2091
H18 5.7664 1.6908 -3.2199
C12 -3.0290 -4.4276 2.6246
H19 -0.1357 -5.8742 3.7239
C13 -0.8313 0.9654 -3.9269
C14 -5.2950 2.7808 -0.1720
H20 -0.3428 3.0421 2.5200
C15 1.0748 5.9800 1.6232
C16 0.6480 4.9406 2.4358
H21 -1.2177 -5.0165 4.8220
C17 1.0576 -1.0418 -0.4810
C18 4.2128 -2.6264 1.0848
C19 -3.1823 3.9379 -1.5486
C20 -3.4939 -3.6077 1.6107
C21 -1.3748 1.4436 -2.7432
C22 -1.1696 -5.5688 3.8809
C23 4.4939 1.7896 -1.4901
H22 -2.3602 4.3689 -2.1091
C24 3.0291 -2.4946 0.3565
C25 -3.9866 2.4742 0.1892
H23 2.9962 -0.1618 2.0502
O3 -2.0061 -0.6368 2.6776
H24 4.7514 -1.7378 1.4040
H25 4.6641 2.8482 -1.3220
C26 3.6618 1.0793 -0.6327
H26 0.8452 4.9638 3.5009
O4 -2.6200 -0.5698 -0.1535
H27 1.6077 6.8191 2.0547
H28 -2.7906 -3.4636 -2.1743
C27 4.0814 -0.9290 -1.8791
H29 -2.4426 1.3712 -2.5724
N4 -2.1705 0.1552 3.6901
Ga1 -1.4931 0.4861 1.1335
H30 5.6428 -3.9589 1.9607
O5 -1.9984 1.3400 3.4010
C28 -0.0276 3.8586 1.8856
C29 4.7232 -3.8765 1.3928
C30 5.1126 1.1417 -2.5528
P1 -1.2402 2.4635 -0.1665
C31 0.8311 5.9465 0.2533
H31 5.3786 -0.7306 -3.5730
C32 4.0657 -5.0220 0.9563
C33 -2.4393 -2.4517 -1.9682
H32 4.4691 -6.0014 1.1849
H33 -1.4786 0.5344 -4.6814
C34 -4.4814 4.2575 -1.8908
C35 -1.6689 -4.7103 2.7493
H34 2.4067 -5.7875 -0.1668
H35 1.4847 2.4730 -1.2290
C36 0.5392 1.0292 -4.1394
H36 1.5227 -3.5626 -0.7340
S1 -3.2221 -1.9412 -0.4691
C37 1.0186 0.0604 1.4497
C38 0.8315 2.0583 -1.9863
C39 -0.7814 -4.1640 1.8205
C40 4.8979 -0.2171 -2.7481
H37 2.4429 1.5966 -3.3217
C41 3.4529 -0.2855 -0.8189

Mulliken population analysis, charges in e, atoms 1 to 2: number 1, H, carries 0.461; number 2, H, carries 0.328